1.
{"formula": "C5H11NO", "method": "ωB97M-V with the def2-TZVPD basis set", "lumo_ev": 1.025, "energy_ha": -326.9594, "e_above_lowest_ev": 4.680, "gap_ha": 0.372, "symbols": ["C", "C", "N", "C", "C", "C", "O", "H", "H", "H", "H", "H", "H", "H", "H", "H", "H", "H"], "xyz": [[-2.372, 0.569, -0.145], [-1.205, -0.953, 0.390], [0.136, -0.553, 0.552], [0.252, 0.876, 0.641], [0.813, 0.137, -0.528], [2.275, -0.254, -0.689], [2.936, -0.428, 0.540], [-3.150, 0.451, 0.601], [-2.671, 0.223, -1.121], [-2.359, 1.695, -0.290], [-1.633, -1.241, 1.356], [-1.266, -1.823, -0.295], [-0.806, 1.198, 0.414], [0.871, 1.308, 1.426], [0.272, 0.260, -1.470], [2.333, -1.172, -1.304], [2.817, 0.529, -1.227], [2.382, -1.023, 1.066]], "forces_ev_per_angstrom": [[-0.32, -1.54, -0.12], [-0.99, 1.25, -0.47], [0.14, -0.32, 0.18], [-0.15, 0.41, 0.06], [-0.05, -0.06, -0.16], [-0.14, 0.20, -0.27], [-0.10, -0.15, 0.18], [-0.30, -0.38, -0.15], [-0.58, -0.37, -0.19], [1.13, -1.23, 0.42], [-0.07, 0.31, -0.24], [-0.43, 0.83, -0.04], [2.11, 0.89, 0.72], [-0.14, -0.02, -0.24], [0.02, -0.09, 0.15], [-0.08, 0.19, 0.16], [-0.09, -0.03, 0.03], [0.03, 0.11, -0.01]]}

2.
{"formula": "C5H11NO", "method": "ωB97M-V with the def2-TZVPD basis set", "lumo_ev": 0.963, "energy_ha": -327.0714, "smiles": "CC[C@@H](C)N=C=O.[H][H]", "e_above_lowest_ev": 1.631, "gap_ha": 0.411, "symbols": ["C", "C", "C", "C", "N", "C", "O", "H", "H", "H", "H", "H", "H", "H", "H", "H", "H", "H"], "xyz": [[-0.282, 0.344, -1.974], [0.614, -0.345, -0.951], [-0.086, -0.738, 0.346], [0.817, -1.516, 1.286], [-0.556, 0.453, 1.057], [-1.587, 1.040, 0.851], [-2.614, 1.572, 0.645], [-1.164, -0.261, -2.214], [-0.637, 1.318, -1.624], [0.257, 0.518, -2.910], [1.025, -1.266, -1.378], [1.466, 0.292, -0.696], [-0.960, -1.345, 0.087], [1.164, -2.433, 0.809], [1.690, -0.918, 1.558], [0.298, -1.784, 2.210], [0.366, 2.172, 1.475], [0.190, 2.897, 1.422]], "forces_ev_per_angstrom": [[-0.06, 0.05, -0.03], [0.12, -0.05, 0.03], [0.00, -0.24, -0.06], [0.11, -0.11, 0.06], [-0.37, -0.14, 0.02], [-1.22, -0.47, -0.66], [0.92, 0.08, 0.47], [0.10, 0.01, 0.06], [0.06, -0.09, 0.01], [-0.03, -0.02, 0.12], [-0.01, 0.05, -0.02], [-0.01, 0.01, -0.05], [0.02, -0.09, 0.04], [0.00, 0.01, -0.01], [-0.04, 0.00, -0.05], [-0.01, 0.05, -0.13], [0.15, 0.72, 0.08], [0.28, 0.22, 0.12]]}

3.
{"formula": "C5H11NO", "method": "ωB97M-V with the def2-TZVPD basis set", "lumo_ev": 0.846, "energy_ha": -327.1134, "smiles": "CC(C)N(C)C=O", "e_above_lowest_ev": 0.489, "gap_ha": 0.372, "symbols": ["C", "C", "C", "N", "C", "C", "O", "H", "H", "H", "H", "H", "H", "H", "H", "H", "H", "H"], "xyz": [[-1.031, -1.300, -0.694], [-0.647, 0.144, -0.383], [-1.433, 0.706, 0.800], [0.798, 0.277, -0.199], [1.463, -0.370, 0.919], [1.508, 1.082, -1.034], [1.056, 1.718, -1.968], [-0.841, -1.968, 0.154], [-2.099, -1.362, -0.927], [-0.467, -1.665, -1.558], [-0.859, 0.756, -1.263], [-1.184, 1.757, 0.977], [-2.504, 0.642, 0.584], [-1.251, 0.145, 1.725], [0.830, -1.170, 1.308], [2.406, -0.826, 0.598], [1.673, 0.330, 1.738], [2.584, 1.103, -0.778]], "forces_ev_per_angstrom": [[-0.01, -0.07, -0.01], [-0.13, 0.02, -0.06], [-0.04, 0.02, 0.06], [0.10, 0.16, -0.16], [0.10, -0.06, 0.12], [-0.09, -0.02, -0.02], [0.11, -0.16, 0.23], [-0.03, 0.09, -0.12], [0.14, 0.01, 0.03], [-0.09, 0.02, 0.11], [0.00, -0.07, 0.10], [-0.01, -0.15, -0.04], [0.12, 0.03, 0.06], [0.02, 0.05, -0.15], [0.11, 0.14, -0.08], [-0.15, 0.11, 0.05], [-0.07, -0.12, -0.09], [-0.09, -0.01, -0.02]]}

4.
{"formula": "C5H11NO", "method": "ωB97M-V with the def2-TZVPD basis set", "lumo_ev": 0.912, "energy_ha": -327.0458, "smiles": "CCCCNC=O", "e_above_lowest_ev": 2.329, "gap_ha": 0.393, "symbols": ["O", "C", "N", "C", "C", "C", "C", "H", "H", "H", "H", "H", "H", "H", "H", "H", "H", "H"], "xyz": [[0.670, -1.261, -2.227], [0.681, -2.053, -1.283], [0.741, -1.743, 0.006], [1.217, -0.490, 0.562], [0.059, 0.334, 1.182], [-1.168, 0.744, 0.270], [-0.965, 1.934, -0.632], [1.089, -3.034, -1.485], [-0.037, -2.214, 0.625], [1.664, 0.060, -0.216], [1.982, -0.515, 1.372], [0.287, 1.278, 1.831], [-0.386, -0.178, 2.065], [-1.247, -0.097, -0.339], [-2.062, 0.752, 0.921], [-1.921, 2.139, -1.093], [-0.420, 2.725, -0.068], [-0.184, 1.620, -1.491]], "forces_ev_per_angstrom": [[-0.33, -0.59, 1.35], [2.03, 1.42, -3.66], [-2.24, -0.64, 5.01], [-1.37, 1.58, 1.29], [-1.58, 2.07, 1.85], [1.47, -0.55, 1.70], [2.74, -0.88, -1.03], [-1.09, -1.32, -0.20], [2.49, 0.77, -1.52], [0.50, 0.66, -1.15], [-0.38, -1.06, -0.61], [0.78, -1.20, -1.64], [0.25, -0.73, -0.74], [-0.78, -1.57, -1.30], [0.33, 0.47, -0.39], [0.05, 0.85, -0.16], [-1.02, 0.05, -0.55], [-1.85, 0.66, 1.74]]}

5.
{"formula": "C5H11NO", "method": "ωB97M-V with the def2-TZVPD basis set", "lumo_ev": [0.932, 0.932], "energy_ha": -326.9791, "e_above_lowest_ev": 4.144, "gap_ha": [0.261, 0.261], "symbols": ["C", "C", "N", "C", "C", "O", "C", "H", "H", "H", "H", "H", "H", "H", "H", "H", "H", "H"], "xyz": [[-1.430, 0.372, -1.760], [-1.433, -0.630, 0.907], [-0.100, -0.405, 0.755], [0.629, 0.158, 1.914], [0.492, -0.497, -0.433], [-0.379, -0.711, -1.473], [1.875, 0.052, -0.688], [-2.477, 0.218, -1.417], [-1.430, 0.358, -2.845], [-1.145, 1.378, -1.413], [-1.917, -1.266, 0.178], [-1.852, -0.534, 1.897], [0.260, -0.310, 2.814], [1.704, 0.001, 1.896], [0.462, 1.229, 1.976], [2.224, -0.289, -1.664], [2.619, -0.277, 0.049], [1.899, 1.156, -0.693]], "forces_ev_per_angstrom": [[0.50, -0.22, -0.12], [0.04, -0.23, 0.42], [-0.11, 0.19, -0.15], [-0.02, -0.07, -0.04], [-0.43, 0.60, 0.17], [-0.57, 1.04, 0.12], [-0.11, -0.08, -0.09], [0.99, -0.54, 0.11], [0.02, 0.09, -0.05], [0.29, -0.55, 0.02], [0.12, 0.27, 0.13], [0.24, -0.08, 0.04], [-0.24, -0.10, 0.14], [-0.14, -0.22, -0.41], [-0.15, 0.09, -0.11], [-0.11, 0.01, 0.07], [-0.28, -0.01, -0.20], [-0.04, -0.18, -0.06]]}

6.
{"formula": "C5H11NO", "method": "ωB97M-V with the def2-TZVPD basis set", "lumo_ev": 0.883, "energy_ha": -326.9310, "e_above_lowest_ev": 5.453, "gap_ha": 0.292, "symbols": ["C", "C", "C", "N", "C", "C", "O", "H", "H", "H", "H", "H", "H", "H", "H", "H", "H", "H"], "xyz": [[2.272, -0.350, -1.167], [1.311, -0.495, -0.041], [0.936, 0.248, 1.181], [0.063, -0.081, 0.060], [-1.130, 0.202, -0.386], [-2.185, 0.707, 0.552], [-1.764, 1.806, 1.349], [1.880, -0.850, -2.059], [3.233, -0.812, -0.923], [2.458, 0.705, -1.424], [0.032, -2.638, -0.448], [1.106, 1.326, 1.298], [0.759, -0.280, 2.118], [-1.341, -0.033, -1.424], [-0.662, -2.817, -0.664], [-3.078, 0.956, -0.041], [-2.485, -0.060, 1.277], [-1.404, 2.466, 0.742]], "forces_ev_per_angstrom": [[0.02, -0.08, -0.04], [-0.13, 0.14, -0.16], [0.03, 0.10, 0.35], [0.09, -0.15, -0.06], [0.07, 0.05, -0.09], [-0.15, -0.29, -0.11], [0.04, 0.24, -0.13], [0.07, 0.06, 0.12], [-0.15, 0.07, -0.02], [-0.07, -0.08, 0.06], [-0.08, -0.04, -0.02], [0.02, -0.13, -0.05], [0.05, 0.06, -0.15], [0.00, 0.03, 0.14], [0.04, -0.02, 0.00], [0.14, -0.03, 0.11], [0.04, 0.08, -0.09], [-0.04, -0.04, 0.14]]}

Repeat the fourth record exactly.
{"formula": "C5H11NO", "method": "ωB97M-V with the def2-TZVPD basis set", "lumo_ev": 0.912, "energy_ha": -327.0458, "smiles": "CCCCNC=O", "e_above_lowest_ev": 2.329, "gap_ha": 0.393, "symbols": ["O", "C", "N", "C", "C", "C", "C", "H", "H", "H", "H", "H", "H", "H", "H", "H", "H", "H"], "xyz": [[0.670, -1.261, -2.227], [0.681, -2.053, -1.283], [0.741, -1.743, 0.006], [1.217, -0.490, 0.562], [0.059, 0.334, 1.182], [-1.168, 0.744, 0.270], [-0.965, 1.934, -0.632], [1.089, -3.034, -1.485], [-0.037, -2.214, 0.625], [1.664, 0.060, -0.216], [1.982, -0.515, 1.372], [0.287, 1.278, 1.831], [-0.386, -0.178, 2.065], [-1.247, -0.097, -0.339], [-2.062, 0.752, 0.921], [-1.921, 2.139, -1.093], [-0.420, 2.725, -0.068], [-0.184, 1.620, -1.491]], "forces_ev_per_angstrom": [[-0.33, -0.59, 1.35], [2.03, 1.42, -3.66], [-2.24, -0.64, 5.01], [-1.37, 1.58, 1.29], [-1.58, 2.07, 1.85], [1.47, -0.55, 1.70], [2.74, -0.88, -1.03], [-1.09, -1.32, -0.20], [2.49, 0.77, -1.52], [0.50, 0.66, -1.15], [-0.38, -1.06, -0.61], [0.78, -1.20, -1.64], [0.25, -0.73, -0.74], [-0.78, -1.57, -1.30], [0.33, 0.47, -0.39], [0.05, 0.85, -0.16], [-1.02, 0.05, -0.55], [-1.85, 0.66, 1.74]]}